(1)
The molecule C18H26N2O3S, computed with ωB97M-V/def2-TZVPD.

```
50
C18H26N2O3S (ωB97M-V/def2-TZVPD)
C -6.97028 -2.21829 0.68803
C -5.85837 -1.28047 0.33424
C -5.18207 -1.39837 -0.87470
C -4.16737 -0.51543 -1.20481
C -3.83007 0.48803 -0.31920
S -2.51907 1.63746 -0.70354
O -2.95633 2.97338 -0.43008
O -2.01407 1.34253 -2.01899
N -1.41412 1.21568 0.49846
C -0.65651 0.02281 0.19367
C 0.54005 0.32292 -0.72416
N 1.34662 1.36517 -0.13507
C 2.59963 1.27275 0.38086
O 3.10681 2.21554 0.96070
C 3.36485 -0.02245 0.14383
C 4.54211 -0.11585 1.11434
C 5.23275 -1.47744 0.99050
C 5.19262 -1.99941 -0.45145
C 5.19067 -0.83232 -1.43171
C 3.88839 -0.03215 -1.30696
C 0.58505 2.58316 0.07538
C -0.59403 2.29863 1.00644
C -4.48857 0.62614 0.88795
C -5.50056 -0.25801 1.21080
H -6.89982 -2.52400 1.72963
H -7.93044 -1.72083 0.55206
H -6.95255 -3.10266 0.05685
H -5.45263 -2.18477 -1.56384
H -3.63645 -0.58452 -2.14146
H -1.33389 -0.68367 -0.28881
H -0.30589 -0.40393 1.13992
H 1.11571 -0.58432 -0.88892
H 0.15217 0.67836 -1.68522
H 2.71336 -0.88207 0.32292
H 5.23624 0.69426 0.89249
H 4.19017 0.03726 2.13545
H 6.26838 -1.37944 1.31980
H 4.74909 -2.20150 1.64960
H 6.05129 -2.64680 -0.63684
H 4.29300 -2.59770 -0.61233
H 6.04766 -0.19213 -1.21901
H 5.29711 -1.19548 -2.45544
H 4.06458 0.99557 -1.63073
H 3.13031 -0.45672 -1.96823
H 1.25466 3.32609 0.51102
H 0.20507 2.93812 -0.88862
H -1.23798 3.17369 1.08697
H -0.23202 2.01318 1.99924
H -4.20142 1.42799 1.54863
H -6.02380 -0.15803 2.15035
```

Summary:
Largest force on an atom, hartree/bohr: 0.021
M, g/mol: 350.5
Kohn-Sham gap, eV: 9.35
LUMO level, hartree: 0.02107
DFT total energy, Ha: -1434.9266
ΔE to the lowest compared entry with this formula, charge and spin, eV: 0.634

---

(2)
The molecule C18H26N2O5S2, computed with ωB97M-V/def2-TZVPD.

```
53
C18H26N2O5S2 (ωB97M-V/def2-TZVPD)
C 7.65339 1.51671 -1.27363
C 6.33913 2.15672 -0.86997
O 5.49513 1.14338 -0.31366
C 4.35213 1.55465 0.23440
O 4.00210 2.70462 0.27472
C 3.55434 0.39382 0.79599
C 4.33439 -0.32844 1.89962
C 3.52060 -1.51885 2.39849
C 3.16638 -2.43622 1.23067
N 2.44394 -1.70106 0.20812
C 1.14982 -2.02698 -0.04300
O 0.61787 -2.94240 0.55964
C 0.42345 -1.23214 -1.12695
C -0.78440 -2.01091 -1.67055
C -1.92123 -2.09411 -0.65297
N -2.30388 -0.78603 -0.16265
S -3.30034 0.10946 -1.15801
O -4.16333 -0.79279 -1.85706
O -2.59878 1.10898 -1.91744
C -4.24724 0.96790 0.06974
C -4.29688 2.30690 0.30767
C -5.15972 2.62939 1.37725
C -5.73922 1.52596 1.92152
S -5.24796 0.07407 1.13891
C -1.19825 -0.04160 0.39641
C -0.05468 0.13177 -0.60343
C 3.21246 -0.60576 -0.32562
H 8.30845 2.26989 -1.70101
H 7.48070 0.73709 -2.01058
H 8.13820 1.07563 -0.40685
H 6.48678 2.94122 -0.12006
H 5.82994 2.60214 -1.73160
H 2.62999 0.80468 1.21375
H 4.54085 0.36128 2.71991
H 5.28766 -0.67327 1.49391
H 4.08912 -2.07892 3.14130
H 2.60051 -1.16582 2.86777
H 2.52810 -3.25721 1.55943
H 4.08065 -2.84578 0.78661
H 1.11638 -1.07708 -1.96085
H -0.47909 -3.02130 -1.94554
H -1.15293 -1.49733 -2.56201
H -2.80926 -2.52963 -1.11096
H -1.61340 -2.69758 0.20350
H -3.73671 3.01633 -0.27300
H -5.33741 3.63263 1.71944
H -6.43176 1.48105 2.73840
H -1.58233 0.93516 0.70046
H -0.85505 -0.58284 1.28409
H 0.75553 0.68546 -0.12805
H -0.42932 0.71922 -1.44355
H 2.67730 -0.09627 -1.12409
H 4.15141 -1.00055 -0.73369
```

Summary:
Largest force on an atom, hartree/bohr: 0.021
M, g/mol: 414.5
Kohn-Sham gap, eV: 9.70
LUMO level, hartree: 0.02338
DFT total energy, Ha: -1983.6081
ΔE to the lowest compared entry with this formula, charge and spin, eV: 0.162

---

(3)
A structure of composition C18H26N3, computed with ωB97M-V/def2-TZVPD.

```
47
C18H26N3 (ωB97M-V/def2-TZVPD)
C -4.58935 -2.78744 -1.32463
C -5.36074 -1.46039 -1.39550
C -4.34497 -0.33366 -1.16534
N -3.03956 -0.98331 -1.07088
C -1.92352 -0.30895 -0.84068
C -0.65333 -0.92568 -0.73741
C 0.50606 -0.35100 -0.27749
C 1.71116 -1.12004 -0.23247
C 2.72072 -0.89881 0.74768
C 3.89948 -1.63788 0.76916
C 4.11787 -2.65746 -0.16614
C 3.13611 -2.92422 -1.12968
C 1.96525 -2.17449 -1.17501
C -3.09622 -2.43718 -1.23070
H -4.88449 -3.35569 -0.43793
H -4.77767 -3.40967 -2.20259
H -5.82755 -1.33775 -2.37600
H -6.14699 -1.41924 -0.63855
H -4.36093 0.39268 -1.99167
H -4.57030 0.22113 -0.24190
H -1.99584 0.78114 -0.72348
H -0.60154 -1.97637 -1.04921
H 0.50857 0.87040 0.03499
H 2.52888 -0.13871 1.50986
H 4.65096 -1.41340 1.52654
H 5.03837 -3.24065 -0.13930
H 3.29240 -3.72404 -1.85527
H 1.22511 -2.36545 -1.95660
H -2.61931 -2.95781 -0.38647
H -2.57059 -2.75906 -2.14506
C 2.77253 2.11684 -0.77437
C 1.95395 2.38664 0.46312
N 0.92559 1.63575 0.77771
C 0.28150 1.82910 2.06925
C 0.29949 3.28758 2.47467
C 1.70270 3.83121 2.45680
N 2.36308 3.39346 1.23746
H 3.28961 3.03182 -1.08514
H 3.52747 1.34419 -0.57338
H 2.12968 1.76883 -1.58902
H -0.73941 1.44339 1.99444
H 0.81763 1.23961 2.83104
H -0.32213 3.86334 1.78340
H -0.12194 3.39357 3.47496
H 1.70092 4.92394 2.47565
H 2.26737 3.48179 3.33039
H 3.21392 3.86198 0.95475
```

Summary:
Largest force on an atom, hartree/bohr: 0.117
M, g/mol: 284.4
Kohn-Sham gap, eV: 6.93
LUMO level, hartree: -0.12866
DFT total energy, Ha: -865.4508
Charge: +1
ΔE to the lowest compared entry with this formula, charge and spin, eV: 2.148

---

(4)
A structure of composition C18H26N3O8P2Pb, computed with ωB97M-V/def2-TZVPD.

```
58
C18H26N3O8P2Pb (ωB97M-V/def2-TZVPD)
Pb 0.46787 0.06522 0.82523
P -2.18797 0.95845 0.84832
C -3.03546 -0.25769 -0.11684
C -2.41949 -0.90055 -1.21632
N -1.03627 -0.94446 -1.31607
C -0.46467 -1.33510 -2.46473
C -1.21503 -1.79618 -3.55285
C -2.60288 -1.88529 -3.43552
C -3.20331 -1.47228 -2.26269
C 1.04999 -1.28817 -2.59588
P 1.95183 -1.54375 -1.01271
H -4.28079 -1.50354 -2.12412
H -0.69176 -2.06936 -4.46877
H -3.20044 -2.25452 -4.26652
H 1.38434 -2.06140 -3.30643
H 1.37772 -0.31078 -2.99054
H -3.54593 -4.34679 2.99681
H -4.09675 -0.47452 0.04892
H 1.18083 -3.35796 0.61099
O -3.25712 -3.43719 2.91458
H -4.08049 -2.92147 2.86403
H 0.51966 -2.08379 1.41044
O 0.57907 -3.13150 1.40888
H -0.32531 -3.44060 1.21057
C 2.10352 -3.37167 -1.05957
H 2.62065 -3.56288 -2.01209
H 2.76510 -3.76839 -0.27034
H 1.14336 -3.91254 -1.14085
C 3.63765 -0.96873 -1.37835
H 4.16423 -0.82008 -0.42357
H 4.17811 -1.70968 -1.98708
H 3.59057 -0.00764 -1.91124
C -2.24582 2.50120 -0.12669
H -3.18727 3.02041 0.10287
H -1.38612 3.13916 0.12313
H -2.21307 2.25134 -1.19492
C -3.27421 1.28840 2.26560
H -2.76763 2.00060 2.93121
H -4.21957 1.71866 1.90926
H -3.46607 0.35686 2.81366
O 1.03443 2.27108 0.09264
C 2.06069 2.26880 0.87346
O 2.48635 1.19480 1.42465
C 2.72884 3.56058 1.22296
C 3.81725 3.54220 2.11100
C 4.37430 4.76112 2.55477
C 3.84829 5.98636 2.12959
C 2.76694 5.98863 1.23967
C 2.20870 4.78198 0.77188
N 2.19378 7.24014 0.82464
O 2.69562 8.29537 1.26668
O 1.21847 7.22566 0.04461
N 5.49028 4.74924 3.46439
O 5.95536 3.65033 3.83188
O 5.94647 5.84747 3.85011
H 4.22429 2.59987 2.46768
H 4.27572 6.91881 2.48413
H 1.36986 4.80003 0.08030
```

Summary:
Largest force on an atom, hartree/bohr: 0.067
M, g/mol: 681.6
Kohn-Sham gap, eV: 4.92
LUMO level, hartree: -0.15309
DFT total energy, Ha: -2342.7563
Charge: +1
ΔE to the lowest compared entry with this formula, charge and spin, eV: 3.325

---

Q: What is the formula in the fourth record?
A: C18H26N3O8P2Pb

---

Q: Number 2 is which compound?
A: C18H26N2O5S2